[1]
{"formula": "C15H18ClN3O6", "method": "ωB97M-V with the def2-TZVPD basis set", "species": ["C", "C", "C", "C", "N", "C", "O", "C", "O", "C", "O", "C", "N", "C", "O", "C", "C", "C", "Cl", "C", "C", "N", "O", "O", "C", "H", "H", "H", "H", "H", "H", "H", "H", "H", "H", "H", "H", "H", "H", "H", "H", "H", "H"], "positions_angstrom": [[0.09071, 3.97308, 0.91678], [-0.93581, 2.88663, 1.22368], [-0.29543, 1.73347, 1.99590], [-1.60744, 2.38179, -0.06380], [-0.66381, 1.78292, -0.97826], [-0.21167, 2.38161, -2.09046], [-0.61932, 3.42935, -2.53530], [0.88956, 1.58669, -2.81289], [1.43124, 0.54540, -2.00174], [2.69254, 0.67008, -1.57832], [3.41940, 1.58898, -1.82830], [3.10211, -0.53159, -0.73075], [1.98483, -1.22571, -0.14698], [1.56425, -2.42038, -0.62757], [2.14976, -3.02813, -1.49591], [0.31905, -2.95738, 0.01556], [0.17130, -4.33976, 0.08569], [-0.97408, -4.89777, 0.63807], [-1.13425, -6.60608, 0.73368], [-1.99540, -4.08570, 1.10967], [-1.84313, -2.71003, 1.01140], [-2.90401, -1.84452, 1.48147], [-3.89291, -2.36097, 1.94154], [-2.72229, -0.64850, 1.38545], [-0.70017, -2.13441, 0.47383], [-0.36953, 4.78659, 0.36254], [0.50831, 4.37260, 1.83793], [0.90720, 3.57666, 0.31604], [-1.73046, 3.31444, 1.84240], [0.58059, 1.35763, 1.46699], [-1.01348, 0.92769, 2.13189], [0.03173, 2.07208, 2.97585], [-2.06958, 3.21668, -0.59363], [-2.37165, 1.64161, 0.18974], [-0.24864, 0.90364, -0.71513], [1.68201, 2.27986, -3.11127], [0.46293, 1.12088, -3.70512], [3.60779, -1.24349, -1.39439], [3.80994, -0.19612, 0.03170], [1.48888, -0.77694, 0.60624], [0.95959, -4.96586, -0.30336], [-2.89646, -4.49828, 1.53669], [-0.65421, -1.05873, 0.40243]], "charge": 0, "smiles": "CC(C)CNC(=O)COC(=O)CNC(=O)c1cc(Cl)cc([N+](=O)[O-])c1", "molar_mass_g_mol": 371.8, "relative_energy_kcal_mol": 0.68, "homo_ev": -9.901, "max_force_ev_per_a": 1.2, "orbital_gap_ev": 8.64}

=====

[2]
{"formula": "C37H35I2N5O5PYb", "method": "ωB97M-V with the def2-TZVPD basis set", "species": ["Yb", "N", "C", "C", "O", "N", "C", "C", "O", "O", "H", "H", "H", "H", "H", "H", "I", "C", "I", "H", "H", "O", "C", "C", "C", "C", "C", "C", "C", "P", "C", "C", "C", "C", "C", "C", "C", "C", "C", "C", "C", "C", "H", "H", "H", "H", "H", "H", "H", "H", "H", "H", "H", "H", "H", "H", "C", "C", "C", "C", "C", "N", "C", "O", "N", "C", "C", "C", "C", "N", "C", "C", "C", "H", "H", "H", "H", "H", "H", "H", "H", "H", "H", "H", "H", "H"], "positions_angstrom": [[-0.04431, -2.64358, 1.70191], [1.66575, -4.38712, 0.95154], [1.45380, -4.24238, -0.54719], [-0.06153, -3.79972, -0.51754], [-0.94903, -4.58876, -0.13247], [-0.28348, -2.48960, -0.55684], [-1.63435, -2.17027, -0.75728], [-2.41196, -1.56785, 0.48537], [-3.44514, -0.91427, 0.28972], [-2.02867, -2.04079, 1.67309], [2.65417, -4.54443, 1.24808], [1.16362, -5.30192, 1.23098], [1.47931, -5.17761, -1.08155], [2.20567, -3.45477, -0.87949], [-2.29561, -2.91306, -1.18705], [-1.73406, -1.28679, -1.43184], [0.39876, 3.27834, 2.57340], [1.49602, 1.78700, 3.41626], [2.24430, 0.22651, 2.03045], [0.78595, 1.29792, 4.10429], [2.38482, 2.21703, 3.87430], [5.11719, -1.73942, -3.03044], [4.40401, -1.26743, -3.83096], [4.27045, -0.47040, -4.95739], [4.87448, -0.89954, -6.17377], [5.02762, 0.08871, -7.16975], [4.69489, 1.41504, -6.96561], [3.89464, 1.79507, -5.88445], [3.65347, 0.82661, -4.91522], [2.56590, 0.97398, -3.50097], [1.02117, 1.82904, -4.04366], [0.76636, 1.81197, -5.41865], [-0.19460, 2.68441, -5.92814], [-0.85997, 3.54594, -5.06544], [-0.68618, 3.49209, -3.65064], [0.31058, 2.64487, -3.13517], [3.47635, 2.43384, -2.84002], [3.24318, 3.79006, -3.14735], [4.12143, 4.73421, -2.60367], [5.27288, 4.35344, -1.92935], [5.50192, 2.97761, -1.70759], [4.51807, 2.04828, -1.96999], [5.35152, -1.91562, -6.22605], [5.41414, -0.21062, -8.15960], [5.02047, 2.15252, -7.63847], [3.51922, 2.82831, -5.76959], [1.25087, 1.07534, -6.11414], [-0.30483, 2.81837, -7.01464], [-1.46729, 4.30373, -5.49710], [-1.27842, 4.07513, -2.99764], [0.64054, 2.66244, -2.12854], [2.53664, 4.06662, -3.88775], [3.87306, 5.79497, -2.66851], [5.96643, 5.09032, -1.58017], [6.35639, 2.73071, -1.15270], [4.58070, 1.02690, -1.71875], [-5.37298, 2.96375, 5.94050], [-5.35569, 1.83691, 4.96917], [-4.85828, 1.89394, 3.67398], [-4.66214, 0.73760, 2.96238], [-4.84905, -0.44070, 3.67520], [-4.14624, -1.60852, 3.45087], [-4.60833, -2.81761, 3.82660], [-5.71427, -3.03380, 4.35279], [-3.69884, -3.85991, 3.66834], [-2.38094, -3.74130, 4.08141], [-2.01228, -2.66580, 4.91447], [-0.65899, -2.42777, 5.18907], [0.25805, -3.30383, 4.64071], [-0.07388, -4.23001, 3.67621], [-1.36552, -4.49620, 3.42484], [-5.75242, -0.49351, 4.78757], [-5.87464, 0.65018, 5.46088], [-4.67414, 2.72506, 6.79994], [-6.37837, 3.12273, 6.39409], [-5.06337, 3.93624, 5.50158], [-4.54644, 2.87730, 3.28429], [-4.16741, 0.66919, 2.01208], [-3.30813, -1.52452, 2.83363], [-4.14383, -4.72038, 3.95089], [-2.77517, -2.15345, 5.47937], [-0.41438, -1.63436, 5.85791], [1.34289, -3.31538, 4.88040], [-1.63996, -5.14577, 2.60204], [-6.21913, -1.41501, 5.19280], [-6.38344, 0.76352, 6.44977]], "spin_multiplicity": 2, "charge": 0, "molar_mass_g_mol": 1087.5, "relative_energy_kcal_mol": 90.04, "homo_ev": [-6.623, -7.245], "max_force_ev_per_a": 4.2, "s2": 0.780, "orbital_gap_ev": [5.65, 6.27]}

=====

[3]
{"formula": "C6H9N7", "method": "ωB97M-V with the def2-TZVPD basis set", "species": ["N", "C", "C", "N", "C", "C", "C", "C", "N", "N", "N", "N", "N", "H", "H", "H", "H", "H", "H", "H", "H", "H"], "positions_angstrom": [[-4.13386, 1.51062, -0.28304], [-2.85324, 1.14622, -0.90322], [-2.56207, -0.37145, -0.92689], [-1.26085, -0.59784, -1.55179], [-0.10134, -0.48221, -0.87153], [1.12915, -0.87054, -1.59810], [2.29958, -0.78708, -0.94135], [2.23825, -0.34638, 0.44758], [3.15007, -0.08670, 1.37697], [2.47507, 0.39700, 2.39118], [1.20352, 0.37947, 2.22313], [1.01780, -0.12094, 1.01248], [-0.18603, -0.14414, 0.38641], [-4.07735, 1.17950, 0.72017], [-4.93816, 1.04424, -0.72816], [-2.86547, 1.52676, -1.90697], [-2.05311, 1.63860, -0.32031], [-2.54154, -0.68134, 0.12723], [-3.33281, -0.90037, -1.49679], [-1.25952, -0.64443, -2.54591], [1.03688, -1.16210, -2.64345], [3.26895, -1.09471, -1.33214]], "charge": 0, "smiles": "NCCNc1ccc2nnnn2n1", "molar_mass_g_mol": 179.2, "relative_energy_kcal_mol": 55.15, "homo_ev": -8.998, "max_force_ev_per_a": 1.8, "orbital_gap_ev": 8.97}

=====

[4]
{"formula": "C24H24ClN8O4PSm", "method": "ωB97M-V with the def2-TZVPD basis set", "species": ["Sm", "C", "N", "C", "C", "N", "C", "P", "C", "N", "C", "C", "N", "C", "C", "N", "C", "C", "N", "C", "H", "H", "H", "H", "H", "H", "H", "H", "H", "H", "H", "H", "H", "H", "H", "O", "C", "O", "C", "C", "Cl", "N", "N", "C", "C", "O", "O", "C", "C", "C", "C", "C", "C", "H", "H", "H", "H", "H", "H", "C", "H", "H", "H"], "positions_angstrom": [[-0.80935, -0.59880, -0.08828], [-0.46823, 0.79261, 5.82402], [-0.92231, 0.12260, 4.54414], [-1.98641, -0.77296, 4.40883], [-2.01530, -1.08956, 3.08284], [-1.07609, -0.39507, 2.39072], [-0.43831, 0.38730, 3.32911], [1.09467, 1.16371, 2.82032], [1.91533, -0.25577, 2.02050], [1.61557, -0.85948, 0.82479], [2.57796, -1.88519, 0.68636], [3.47664, -1.84898, 1.67841], [3.02091, -0.74596, 2.50336], [3.74976, -0.33851, 3.73616], [0.45101, 2.21142, 1.39131], [-0.26887, 1.76189, 0.33920], [-0.51567, 2.88642, -0.50710], [0.16293, 3.96153, -0.00581], [0.73716, 3.52475, 1.21711], [1.18797, 4.54878, 2.15338], [-0.09417, 1.82036, 5.51105], [0.29159, 0.13240, 6.26979], [-1.35422, 0.90692, 6.44682], [-2.45755, -1.15581, 5.33856], [-2.74863, -1.73454, 2.56990], [2.47893, -2.57638, -0.14977], [4.27704, -2.50115, 1.99863], [4.83668, -0.42015, 3.57906], [3.42427, -0.94845, 4.56816], [3.39936, 0.75826, 3.84237], [-1.25121, 2.77512, -1.32296], [0.23127, 4.99262, -0.35983], [2.27814, 4.65354, 1.99357], [1.02476, 4.17784, 3.16820], [0.60443, 5.47646, 1.96534], [-5.74967, -0.50629, -3.71346], [-4.67027, -0.78377, -4.46372], [-4.73930, -1.13438, -5.61043], [-3.34636, -0.59437, -3.80465], [-2.11638, -0.62423, -4.53255], [-1.94107, -0.27314, -6.19241], [-1.06429, -0.64279, -3.70393], [-1.48934, -0.49063, -2.39704], [-2.85759, -0.36052, -2.44129], [-3.67241, -0.23578, -1.16475], [-4.88138, 0.02034, -1.27901], [-2.99295, -0.41893, -0.07565], [0.31230, -0.67037, -4.02064], [1.23460, 0.10650, -3.27044], [2.56104, -0.14997, -3.44640], [3.04281, -1.04881, -4.39442], [2.15376, -1.71080, -5.22230], [0.80186, -1.45171, -5.07390], [-5.55902, -0.26430, -2.74866], [0.84240, 0.83704, -2.56103], [3.24371, 0.43760, -2.87819], [4.11842, -1.03268, -4.60074], [2.52860, -2.44149, -5.89253], [0.09713, -2.05023, -5.66379], [-0.66925, -3.06602, 0.22647], [-0.51988, -3.17282, 1.34084], [0.28789, -3.35009, -0.14823], [-1.38545, -3.85515, -0.03541]], "spin_multiplicity": 6, "charge": 1, "molar_mass_g_mol": 705.3, "relative_energy_kcal_mol": 0.00, "homo_ev": [-10.228, -10.194], "max_force_ev_per_a": 4.6, "s2": 8.783, "orbital_gap_ev": [7.37, 7.35]}